{"formula": "C12H31CrF3N3O7S", "method": "the ωB97M-V functional and the def2-TZVPD basis", "homo_lumo_gap_ev": [6.35, 7.04], "lumo_energy_ev": [-11.87, -11.21], "total_charge": 3, "spin_multiplicity": 5, "symbols": ["Cr", "O", "H", "C", "C", "O", "N", "H", "H", "C", "H", "H", "H", "H", "H", "H", "C", "C", "O", "N", "H", "H", "C", "H", "H", "H", "H", "H", "H", "C", "N", "C", "C", "C", "C", "O", "H", "H", "H", "H", "H", "H", "H", "H", "H", "H", "H", "H", "H", "H", "C", "F", "F", "F", "S", "O", "O", "O"], "xyz": [[-3.1367, -1.1915, 0.6907], [-1.3898, -1.0405, -0.3909], [-1.1157, -0.1095, -0.5033], [1.0351, -0.7822, 3.4277], [1.5077, -0.5734, 1.9018], [2.0169, 0.4509, 1.4797], [1.0476, -1.6262, 0.9456], [1.0417, -2.4327, 1.5535], [0.1540, -1.3260, 0.5831], [2.1314, -1.8838, -0.1608], [1.3102, -1.7246, 3.9012], [-0.0434, -0.6494, 3.5129], [1.5091, -0.0616, 4.0942], [1.9868, -1.3266, -1.0863], [1.9734, -2.9166, -0.4715], [3.1488, -1.7181, 0.1935], [0.0497, 0.1241, -3.4847], [-0.7252, -1.1031, -4.0045], [-0.9275, -1.3029, -5.1757], [-1.2174, -2.0439, -2.9755], [-1.2497, -1.5598, -2.0897], [-2.2133, -2.2065, -3.0201], [-0.4345, -3.4191, -2.9220], [1.1004, 0.1584, -3.7725], [0.1877, 0.2279, -2.4084], [-0.4618, 1.0092, -3.8630], [-1.0290, -3.8872, -2.1374], [0.5727, -3.1199, -2.6317], [-0.4530, -3.9791, -3.8569], [-0.4659, 2.0248, -0.4605], [-0.2360, 3.4981, -0.0546], [-1.4326, 4.2652, -0.5317], [-0.0055, 3.5193, 1.4150], [1.0278, 4.0784, -0.8661], [2.4293, 3.4078, -0.6601], [2.3177, 2.1712, -1.2743], [-0.5316, 2.0956, -1.5462], [-1.3944, 1.6480, -0.0314], [0.3460, 1.3669, -0.1506], [-2.3633, 3.9418, -0.0655], [-1.5237, 4.1656, -1.6133], [-1.1779, 5.3189, -0.4175], [-0.9588, 3.2826, 1.8876], [0.2228, 4.5221, 1.7761], [0.6541, 2.6754, 1.6176], [1.1135, 5.0649, -0.4106], [0.6028, 4.1236, -1.8688], [2.7127, 3.2421, 0.3793], [3.2666, 3.9099, -1.1449], [3.1239, 1.7365, -0.9867], [-1.9050, -3.5794, 4.4003], [-1.3591, -4.5217, 5.1915], [-3.2438, -3.6204, 4.6066], [-1.3597, -2.4389, 4.7874], [-1.6144, -3.9410, 2.4837], [-0.1789, -3.9841, 2.2403], [-2.2491, -5.1990, 2.2252], [-2.1937, -2.7605, 1.7434]]}

***

{"formula": "C12H32AsNO7P3RhS4", "method": "the ωB97M-V functional and the def2-TZVPD basis", "homo_lumo_gap_ev": 6.40, "lumo_energy_ev": 4.40, "total_charge": -2, "symbols": ["Rh", "N", "C", "C", "P", "O", "O", "O", "P", "O", "O", "O", "H", "H", "H", "H", "H", "H", "H", "H", "S", "As", "S", "S", "S", "C", "C", "C", "C", "O", "H", "H", "H", "H", "H", "H", "H", "H", "H", "C", "C", "P", "C", "C", "C", "C", "H", "H", "H", "H", "H", "H", "H", "H", "H", "H", "H", "H", "H", "H", "H"], "xyz": [[0.8189, -0.6290, -0.3749], [-1.2799, -2.8770, 1.9237], [-1.8820, -1.6745, 2.5903], [-2.4919, -2.0855, 3.9260], [-0.4836, -0.5086, 2.8581], [0.4198, -1.5687, 3.6897], [-0.8585, 0.6777, 3.6534], [0.2146, -0.2350, 1.5448], [-3.1870, -1.0404, 1.4186], [-3.8950, -2.5424, 1.2387], [-4.1535, -0.1579, 2.1164], [-2.5180, -0.6833, 0.1374], [-0.4197, -3.2490, 2.3894], [-0.9616, -2.6740, 0.9501], [-1.9744, -3.6180, 1.8446], [-1.7375, -2.5260, 4.5803], [-3.3035, -2.7982, 3.7635], [-2.9055, -1.1985, 4.4013], [1.3648, -1.3793, 3.6544], [-4.7695, -2.4215, 0.8566], [1.5941, -4.3992, 2.2927], [2.1534, -3.5806, 0.4058], [2.7525, -1.4195, 0.5833], [0.3765, -2.9670, -0.7728], [3.5473, -4.7002, -0.6932], [0.0405, 0.0360, -4.5756], [-0.6164, -0.2228, -3.2143], [-1.2139, -1.6258, -3.1966], [-1.7430, 0.7879, -2.9737], [0.3629, 0.0111, -2.2334], [-0.6805, -0.0543, -5.3938], [0.8476, -0.6820, -4.7358], [0.4647, 1.0437, -4.5937], [-1.9395, -1.7268, -4.0109], [-1.7297, -1.8000, -2.2505], [-0.4375, -2.3792, -3.3191], [-2.5387, 0.6701, -3.7172], [-1.3546, 1.8084, -3.0447], [-2.1636, 0.6282, -1.9786], [3.0621, 3.3189, -1.9780], [2.6275, 1.8748, -1.7460], [1.5844, 1.5477, -0.2793], [2.7057, 2.0965, 1.0657], [2.2422, 1.8867, 2.5028], [0.2568, 2.8029, -0.3664], [-0.9731, 2.4763, 0.4827], [3.6458, 3.3987, -2.8982], [3.6826, 3.6990, -1.1642], [2.2007, 3.9821, -2.0780], [3.4911, 1.2117, -1.6419], [2.0388, 1.4903, -2.5800], [2.9132, 3.1557, 0.8809], [3.6395, 1.5508, 0.8974], [1.3124, 2.4108, 2.7231], [3.0106, 2.2378, 3.1965], [2.0659, 0.8311, 2.6839], [-0.0243, 2.8387, -1.4231], [0.6827, 3.7777, -0.1039], [-1.3670, 1.4871, 0.2450], [-1.7620, 3.2074, 0.2900], [-0.7546, 2.4782, 1.5509]]}

***

{"formula": "C12H32B2F8N4O4", "method": "the ωB97M-V functional and the def2-TZVPD basis", "homo_lumo_gap_ev": 9.58, "lumo_energy_ev": -5.32, "total_charge": 2, "symbols": ["C", "C", "O", "N", "H", "H", "C", "H", "H", "H", "H", "H", "H", "C", "C", "O", "N", "H", "H", "C", "H", "H", "H", "H", "H", "H", "C", "C", "O", "N", "H", "H", "C", "H", "H", "H", "H", "H", "H", "C", "C", "O", "N", "H", "H", "C", "H", "H", "H", "H", "H", "H", "B", "F", "F", "F", "F", "B", "F", "F", "F", "F"], "xyz": [[1.5548, 3.4354, 3.5135], [2.4206, 2.5085, 2.7312], [2.3836, 2.4445, 1.5581], [3.5356, 1.7755, 3.4349], [4.4442, 2.1945, 3.1882], [3.6266, 2.0571, 4.4235], [3.2725, 0.2569, 3.3046], [0.7828, 3.9215, 2.9320], [2.1763, 4.0553, 4.1728], [0.9808, 3.0172, 4.3566], [3.2057, 0.0861, 2.2380], [2.4272, -0.0975, 3.8802], [4.2356, -0.0780, 3.6901], [-3.0907, -2.8296, -0.6725], [-4.4686, -2.5312, -0.2432], [-5.2091, -1.6916, -0.6143], [-4.8362, -3.1616, 1.0802], [-5.8005, -2.8440, 1.2345], [-4.7756, -4.1802, 1.0769], [-4.0997, -2.4756, 2.2166], [-2.7680, -3.8777, -0.6823], [-2.3592, -2.3500, -0.0153], [-2.9037, -2.5798, -1.7155], [-4.4255, -2.9038, 3.1588], [-4.1420, -1.3960, 2.1311], [-3.0528, -2.7554, 2.0896], [-0.3745, 2.7194, -0.9112], [-1.4819, 3.6838, -1.1923], [-2.6143, 3.4767, -0.9754], [-1.1668, 4.8806, -2.0956], [-1.3672, 5.7396, -1.5684], [-0.1601, 4.9911, -2.2566], [-1.8586, 4.8769, -3.4388], [0.6461, 3.0109, -1.1483], [-0.5618, 1.7787, -1.4353], [-0.4975, 2.4485, 0.1397], [-1.7195, 3.8701, -3.8260], [-1.4824, 5.6214, -4.1318], [-2.9066, 5.0410, -3.2006], [2.4874, -0.8336, -3.0429], [2.8808, -0.9816, -1.6180], [3.7541, -0.4088, -1.0553], [2.0996, -1.9661, -0.7988], [1.6333, -1.4577, -0.0142], [1.2514, -2.2806, -1.2926], [2.8980, -3.1179, -0.3182], [1.4296, -0.5816, -3.1256], [2.6601, -1.7209, -3.6547], [3.1428, -0.0633, -3.4460], [2.3121, -3.7360, 0.3570], [3.7502, -2.7581, 0.2555], [3.2773, -3.7380, -1.1248], [0.0201, -0.4158, 1.4354], [1.3067, -0.9840, 1.6661], [-0.9595, -1.3726, 1.7946], [-0.2123, 0.7000, 2.2620], [-0.0597, -0.1186, 0.0752], [-0.2463, -3.2649, -2.9313], [-0.5214, -2.8275, -4.2405], [-0.3070, -2.1931, -2.0203], [-1.2322, -4.2444, -2.6878], [1.0655, -3.7740, -2.9023]]}

***

{"formula": "C12H32ClN2O4", "method": "the ωB97M-V functional and the def2-TZVPD basis", "homo_lumo_gap_ev": 10.11, "lumo_energy_ev": -1.69, "total_charge": 1, "symbols": ["C", "O", "C", "C", "N", "H", "H", "C", "C", "O", "C", "H", "H", "H", "H", "H", "H", "H", "H", "H", "H", "H", "H", "H", "H", "C", "O", "C", "C", "N", "H", "H", "C", "C", "O", "C", "H", "H", "H", "H", "H", "H", "H", "H", "H", "H", "H", "H", "H", "H", "Cl"], "xyz": [[4.1625, 4.1147, -1.8019], [3.4047, 3.2958, -0.9601], [2.5365, 2.5124, -1.7545], [2.9584, 1.0539, -2.0141], [3.2958, 0.5194, -0.6068], [3.6288, 1.3104, -0.0602], [2.3355, 0.1201, -0.2718], [4.1925, -0.6529, -0.6341], [4.8782, -0.7363, 0.7839], [3.9318, -0.4806, 1.8083], [3.1235, -1.6083, 2.2212], [4.6612, 4.8072, -1.2068], [3.4995, 4.6662, -2.4677], [4.9093, 3.5917, -2.4828], [2.2326, 2.8959, -2.7261], [1.5690, 2.5094, -1.1467], [3.8527, 0.9991, -2.6310], [2.1523, 0.3984, -2.4188], [4.9938, -0.5278, -1.2669], [3.6949, -1.5140, -0.9021], [5.5889, 0.0808, 0.8579], [5.4985, -1.6530, 0.9454], [2.3324, -1.7814, 1.5067], [2.6830, -1.3437, 3.1550], [3.7849, -2.4592, 2.1834], [-5.7225, -4.0033, 0.6884], [-4.8601, -2.8522, 0.9664], [-3.4741, -3.1712, 1.2854], [-2.7849, -1.8953, 1.7596], [-2.8448, -0.8642, 0.7151], [-2.0592, -0.9847, 0.0026], [-3.7565, -1.0159, 0.3147], [-2.6951, 0.5471, 1.2141], [-2.7600, 1.4606, -0.0217], [-3.9708, 1.4196, -0.6905], [-4.1895, 2.5377, -1.5335], [-6.4980, -3.5818, 0.0805], [-6.0873, -4.4912, 1.6069], [-5.1515, -4.7698, 0.1209], [-3.0261, -3.4666, 0.2735], [-3.3192, -3.9261, 1.9706], [-1.7514, -2.1240, 2.0604], [-3.3346, -1.5403, 2.5929], [-1.7068, 0.5957, 1.6509], [-3.3765, 0.6429, 2.0731], [-1.8690, 1.0689, -0.6844], [-2.4933, 2.4667, 0.2763], [-5.2806, 2.5469, -1.8032], [-3.4858, 2.4378, -2.3588], [-3.8842, 3.4192, -0.9748], [0.4804, -0.5744, 0.3049]]}

***

Here are the calculated energy numbers, same order: -2907.897635; -6021.423613; -1844.901145; -1346.767953 (a.u.).